DFT (ωB97M-V/def2-TZVPD) results for an isolated molecule of C4H5N3 at a distorted geometry.

As for the total charge: 0. For the highest occupied orbital energy, the calculation gives -9.536 eV. The multiplicity is 1. Its SMILES is [H]/N=C\NC(=C)C#N. The calculated total energy is -8694.148 eV. The orbital gap is 9.46 eV.

Last column: natural (NBO) charge in e.
Atoms and positions in Å:
H 2.207446 -0.485947 0.101912  0.386
N 2.186693 0.434724 -0.492987  -0.660
C 1.206667 0.955496 -0.990649  0.312
N -0.273286 0.386578 -1.021753  -0.679
C -0.761012 -0.316966 0.283023  0.041
C 0.184574 -0.664983 1.206569  -0.424
C -2.135438 -0.784597 -0.003506  0.241
N -3.189485 -1.296982 -0.169242  -0.259
H 1.083886 1.996058 -1.454359  0.177
H -1.129072 1.274361 -1.202912  0.382
H 1.257897 -0.509617 1.584101  0.261
H -0.638867 -0.988124 2.159802  0.222

Cartesian forces, eV/Å:
H -0.58 2.45 -2.42
N 2.57 -2.24 1.97
C -5.89 0.94 -0.64
N -1.86 2.83 1.70
C 3.85 1.23 -3.84
C -5.20 -0.86 4.41
C -1.93 -1.73 1.11
N 3.45 1.97 0.37
H 1.04 -1.57 0.37
H 3.75 -3.32 0.54
H -2.28 0.13 -1.23
H 3.08 0.17 -2.32

DFT (ωB97M-V/def2-TZVPD) results for a 2-piece molecular cluster, C4H5N3 overall at a distorted geometry.

As for the total charge: 0. For the highest occupied orbital energy (alpha / beta), the calculation gives -9.200 / -9.199 eV. The multiplicity is 1. The calculated total energy is -8696.213 eV. The orbital gap (alpha / beta) is 8.02 / 8.02 eV.

Last column: natural (NBO) charge in e.
Atoms and positions in Å:
N -1.246756 1.921519 1.758458  -0.731
C -0.819404 2.300770 0.730063  -0.122
C -0.635493 0.044781 -0.384337  0.296
C 0.387119 -0.375318 -1.378045  -0.376
N 1.418287 -1.054120 -0.608996  -0.354
C 1.025822 -1.030595 0.598793  0.236
N -0.231661 -0.399386 0.773504  -0.520
H -1.589885 0.524406 -0.530598  0.286
H -0.028415 -1.031839 -2.152258  0.269
H 0.802089 0.506781 -1.882123  0.293
H 1.551719 -1.440430 1.452880  0.223
H -0.633421 0.033432 1.622659  0.500

Cartesian forces, eV/Å:
N 0.36 0.32 -0.88
C -0.37 -0.11 0.98
C 0.15 -0.47 0.10
C -0.10 0.08 0.01
N -0.13 0.01 0.35
C 0.16 -0.06 -0.18
N -0.12 0.24 -0.35
H 0.14 -0.01 0.03
H 0.03 0.10 0.07
H -0.07 -0.10 0.03
H -0.06 0.07 -0.11
H 0.00 -0.08 -0.04

DFT (ωB97M-V/def2-TZVPD) results for an isolated molecule of C4H5N3 at a distorted geometry.

As for the total charge: 0. For the highest occupied orbital energy, the calculation gives -10.433 eV. The multiplicity is 1. Its SMILES is CNC(C#N)C#N. The calculated total energy is -8696.393 eV. The orbital gap is 10.63 eV.

Last column: natural (NBO) charge in e.
Atoms and positions in Å:
C -0.897069 -0.591524 -1.288542  -0.439
N -0.835601 0.408631 -0.263950  -0.505
C 0.804598 0.695139 0.446459  -0.244
C 1.363498 -0.660646 0.503026  0.256
N 1.746900 -1.716379 0.399028  -0.272
C 0.412602 1.215360 1.756751  0.257
N 0.182011 1.669554 2.813887  -0.260
H -1.882282 -0.586948 -1.539705  0.218
H -0.311682 -0.262306 -2.149738  0.195
H -0.556498 -1.619505 -1.066318  0.188
H -1.338763 0.034417 0.458765  0.343
H 1.312285 1.414208 -0.069664  0.265

Cartesian forces, eV/Å:
C 3.47 -0.27 -0.42
N 4.41 2.20 -0.78
C -5.39 -3.45 1.10
C -0.54 3.30 -0.09
N 0.85 -2.51 -0.09
C 0.03 1.19 2.79
N 0.43 -1.25 -2.85
H -2.94 -0.32 -1.01
H -0.16 -0.01 -0.10
H -0.15 0.35 0.33
H -1.27 -0.75 2.96
H 1.27 1.51 -1.84

DFT (ωB97M-V/def2-TZVPD) results for C4H5N3 as an isolated structure at a distorted geometry.

As for the total charge: 0. For the highest occupied orbital energy, the calculation gives -8.823 eV. The multiplicity is 1. The calculated total energy is -8697.723 eV. The orbital gap is 9.20 eV.

Last column: natural (NBO) charge in e.
Atoms and positions in Å:
N 2.141677 0.043012 0.060434  -0.791
C 0.835880 -0.090531 -0.335764  0.609
N 0.133719 -1.230741 -0.163554  -0.524
C -1.133734 -1.104992 0.174899  0.109
C -1.592729 0.191045 0.422610  -0.431
C -0.755651 1.150459 -0.135598  0.074
N 0.296323 0.932648 -0.958572  -0.475
H 2.756388 0.242640 -0.717637  0.398
H 2.448751 -0.770851 0.556871  0.383
H -1.746695 -2.003345 0.261929  0.201
H -2.569788 0.431860 0.812206  0.235
H -0.814143 2.208791 0.022178  0.211

Cartesian forces, eV/Å:
N 0.03 -0.97 -0.44
C 0.48 -1.57 -1.65
N 0.58 -0.46 1.30
C 0.04 0.27 -0.07
C 0.18 0.08 -0.11
C -1.25 0.83 -1.12
N 0.50 1.00 1.89
H 0.13 0.54 0.13
H 0.26 -0.56 0.11
H 0.18 0.21 -0.15
H 0.20 0.07 0.32
H -1.32 0.55 -0.21

DFT (ωB97M-V/def2-TZVPD) results for an isolated molecule of C4H5N3 at a distorted geometry.

As for the total charge: 0. For the highest occupied orbital energy, the calculation gives -8.334 eV. The multiplicity is 1. Its SMILES is C1=CNN=CN=C1. The calculated total energy is -8695.632 eV. The orbital gap is 8.07 eV.

Last column: natural (NBO) charge in e.
Atoms and positions in Å:
C -0.037048 1.283792 0.149718  -0.376
C 1.209359 0.611965 0.088342  0.066
N 1.241012 -0.747488 -0.541099  -0.492
N 0.383894 -1.703646 0.046792  -0.282
C -0.926523 -1.427658 0.218709  0.189
N -1.769381 -0.439985 -0.300342  -0.435
C -1.298987 0.717402 -0.216200  0.129
H 0.142392 2.411538 0.411396  0.241
H 2.142029 1.067486 0.486270  0.215
H 2.214799 -1.170453 -0.433515  0.375
H -1.513940 -2.167041 0.862164  0.196
H -1.787604 1.564092 -0.772234  0.174

Cartesian forces, eV/Å:
C 5.70 0.17 1.68
C -3.32 -0.86 -0.71
N 1.82 1.45 1.06
N -4.15 0.80 1.54
C 2.74 -2.49 0.51
N 0.84 -0.78 0.36
C -0.32 3.78 -2.66
H -1.11 -2.30 -0.34
H -0.65 -0.42 -0.79
H -1.90 0.91 -0.22
H 1.22 0.69 -1.19
H -0.87 -0.95 0.75

DFT (ωB97M-V/def2-TZVPD) results for an isolated molecule of C4H5N3.

As for the total charge: 0. For the highest occupied orbital energy, the calculation gives -7.937 eV. The multiplicity is 1. Its SMILES is N=C=C1CN=CN1. The calculated total energy is -8697.442 eV. The orbital gap is 8.74 eV.

Last column: natural (NBO) charge in e.
Atoms and positions in Å:
N 2.783182 -0.894210 -0.138424  -0.604
C 1.619939 -0.478825 -0.092232  0.353
C 0.374048 -0.109950 0.066824  -0.073
C -0.892478 -0.898285 -0.258193  -0.259
N -1.976383 0.075460 -0.097714  -0.440
C -1.448214 1.159445 0.307111  0.251
N -0.059659 1.209468 0.398332  -0.607
H 3.198239 -0.775979 -1.067830  0.363
H -0.880986 -1.293726 -1.279811  0.212
H -1.061769 -1.741252 0.423587  0.210
H -2.018073 2.054695 0.539863  0.194
H 0.359085 1.683739 1.187605  0.401

Cartesian forces, eV/Å:
N -0.48 0.18 -0.04
C 0.18 -0.08 -0.06
C 0.29 -0.15 -0.10
C 0.07 -0.22 -0.05
N 0.15 0.37 0.15
C -0.23 -0.11 -0.07
N 0.00 0.01 0.11
H 0.01 -0.03 0.13
H -0.01 0.07 0.16
H 0.04 0.09 -0.11
H 0.05 -0.11 0.00
H -0.06 -0.02 -0.13